This record from the OMol25 dataset describes a molecular structure, C16H18B2EuN6O2. The level of theory is ωB97M-V/def2-TZVPD.

Geometry as XYZ:
```
45
Properties=species:S:1:pos:R:3:lowdin_spin:R:1
C 2.407 -0.380 -0.275 0.373
N 1.164 -0.443 -0.735 0.002
N 1.217 -0.087 -2.095 0.007
C 2.497 0.115 -2.435 0.017
C 3.299 -0.102 -1.326 0.035
B 0.029 -0.041 -3.083 0.001
N -1.058 -1.105 -2.772 0.002
N -1.150 -1.680 -1.510 -0.009
C -1.951 -2.773 -1.608 0.001
C -2.405 -2.887 -2.942 0.001
C -1.831 -1.816 -3.622 0.001
Eu -0.169 -2.060 0.650 5.025
N -0.594 1.389 -3.225 0.059
N -1.062 2.029 -2.112 0.318
C -1.501 3.240 -2.521 -0.016
C -1.314 3.388 -3.922 0.355
C -0.726 2.183 -4.325 0.263
H -1.931 3.979 -1.854 -0.005
H -0.398 1.830 -5.292 0.008
H -1.555 4.232 -4.545 0.014
H 0.429 -0.280 -4.187 0.000
H -1.910 -1.520 -4.655 0.000
H 2.750 0.404 -3.451 0.002
H -3.043 -3.660 -3.336 0.000
H 4.362 -0.100 -1.270 0.000
H -2.105 -3.414 -0.740 0.000
H 2.639 -0.759 0.954 0.129
H -2.095 -1.044 1.153 0.002
C -2.332 -1.929 1.810 0.000
H -3.266 -2.358 1.427 0.000
H -1.593 -2.785 1.895 0.001
H -2.449 -1.523 2.821 0.001
O 0.817 -0.719 2.501 0.057
B 1.930 -0.192 1.823 0.277
O 2.244 1.066 2.278 0.045
C 1.463 1.259 3.386 0.006
C 1.890 2.048 4.428 0.005
C 1.546 1.619 5.721 0.004
C 0.665 0.555 5.912 0.009
C 0.115 -0.154 4.822 0.001
C 0.598 0.179 3.568 0.012
H 2.576 2.863 4.229 0.000
H 2.016 2.119 6.570 0.000
H 0.409 0.256 6.934 0.000
H -0.626 -0.944 4.957 0.000
```

- molar mass (g/mol) = 499.95
- gap between HOMO and LUMO (alpha / beta) (eV) = 6.69 / 3.42
- total charge = +2
- strongest force on any atom (eV/A) = 4.05
- LUMO energy (alpha / beta) (eV) = -6.1 / -9.8
- spin multiplicity = 8
- highest occupied orbital energy (alpha / beta) (eV) = -12.76 / -13.25

This record from the OMol25 dataset describes 3 unconnected molecules or ions with the total composition C4H16N3O. The level of theory is ωB97M-V/def2-TZVPD.

Geometry as XYZ:
```
24
Properties=species:S:1:pos:R:3:mulliken_charge:R:1
N -0.909 0.078 0.041 -0.371
C 0.300 0.605 -0.122 -0.130
C 1.181 -0.606 0.504 -0.581
C 0.733 -1.011 1.909 -0.529
N 0.380 0.127 2.741 -0.645
C 0.646 0.809 -1.647 -0.790
N -0.055 1.852 -2.259 -0.368
H -0.574 0.410 2.535 0.243
H -0.931 5.570 -1.062 -0.029
H -0.861 -0.618 -0.744 0.533
H 0.486 1.484 0.495 0.535
H 1.075 -1.433 -0.189 0.379
H 2.236 -0.335 0.396 0.446
H -0.126 -1.682 1.714 0.273
H 1.485 -1.595 2.427 0.451
H -0.951 5.663 -0.327 0.028
H 0.277 -0.129 3.724 0.283
H 0.346 -0.164 -2.080 0.338
H 1.722 0.884 -1.783 0.488
H 0.482 2.358 -2.937 0.250
H -1.052 1.708 -2.292 0.218
H -2.104 -3.087 -1.305 0.304
H -2.012 -2.045 -0.160 0.326
O -1.564 -2.369 -0.954 -0.653
```

- molar mass (g/mol) = 122.19
- gap between HOMO and LUMO (eV) = 5.85
- total charge = +1
- energy above the lowest of the compared OMol25 structures with the same formula, charge and spin (kcal/mol) = 147.5
- strongest force on any atom (eV/A) = 2.87
- LUMO energy (eV) = -7.6
- highest occupied orbital energy (eV) = -13.50

This record from the OMol25 dataset describes 15 unconnected molecules or ions with the total composition C25H82NO16. The level of theory is ωB97M-V/def2-TZVPD.

Geometry as XYZ:
```
124
Properties=species:S:1:pos:R:3:mulliken_charge:R:1
C 0.250 1.866 3.809 -1.555
O 0.495 0.822 2.811 0.209
C 0.153 1.244 1.479 -1.001
C 0.274 -0.094 0.693 -0.545
N -0.149 0.109 -0.636 1.444
H -1.160 0.190 -0.448 -0.293
H 0.171 1.162 -0.732 -0.044
C 0.340 -0.841 -1.646 -0.097
C -0.243 -0.551 -2.983 0.538
O 0.082 -1.667 -3.809 -0.462
C -0.459 -1.690 -5.025 0.030
H -0.572 2.112 3.651 1.199
H 1.030 2.684 3.689 0.024
H 0.344 1.418 4.763 0.061
H 0.816 2.174 1.299 0.244
H -0.791 1.465 1.582 0.875
H -0.073 -1.017 1.170 0.425
H 1.411 -0.312 0.634 0.004
H 0.177 -1.883 -1.139 -0.006
H 1.418 -0.731 -1.730 0.105
H 0.097 0.395 -3.362 0.147
H -1.359 -0.398 -2.805 -0.210
H -0.123 -2.672 -5.575 0.275
H 0.145 -0.747 -5.657 -0.212
H -1.414 -1.591 -5.137 0.073
C -4.408 -1.926 -3.917 -0.668
C -5.401 -3.115 -4.123 -0.366
O -5.860 -3.106 -5.507 -0.549
H -4.004 -1.393 -4.863 0.263
H -3.628 -2.157 -3.066 0.116
H -4.954 -1.067 -3.784 0.305
H -6.347 -2.988 -3.499 0.251
H -4.793 -4.001 -3.970 0.291
H -6.524 -3.905 -5.621 0.323
C -3.516 -1.336 0.509 -0.505
C -4.087 -0.243 -0.376 -0.778
O -2.863 0.512 -0.813 -0.320
H -3.023 -0.907 1.561 -0.052
H -2.904 -2.205 -0.011 0.016
H -4.512 -1.954 0.627 0.437
H -4.583 0.402 0.161 0.576
H -4.707 -0.506 -1.150 0.457
H -2.963 1.042 -1.511 -0.125
C 1.104 0.127 7.385 -0.570
C -0.055 0.982 7.954 -0.062
O 0.299 1.838 9.014 -0.484
H 0.934 -0.845 6.974 0.223
H 1.866 -0.089 8.224 0.413
H 1.797 0.905 6.810 -0.048
H -0.827 0.265 8.334 0.246
H -0.541 1.477 7.111 0.070
H -0.353 2.096 9.447 0.257
C -2.921 0.139 4.780 -1.490
C -1.932 -1.065 4.946 0.253
O -1.676 -1.324 6.310 -0.481
H -3.994 0.156 5.108 0.400
H -2.969 0.561 3.855 0.375
H -2.636 0.917 5.421 0.355
H -0.969 -0.837 4.393 -0.002
H -2.438 -1.871 4.403 0.368
H -1.169 -2.056 6.197 0.277
C 3.555 -2.808 0.403 -0.177
C 4.455 -1.614 0.103 -0.329
O 3.780 -0.583 -0.718 -0.396
H 4.222 -3.635 0.783 0.366
H 2.879 -3.137 -0.366 0.291
H 2.966 -2.511 1.211 -0.634
H 5.262 -1.997 -0.461 0.396
H 4.865 -1.172 1.098 0.213
H 4.424 0.141 -0.640 0.242
C -0.478 5.863 3.833 -0.664
O 0.220 5.210 4.917 -0.468
H -0.826 6.864 3.933 0.303
H -1.180 5.144 3.502 0.266
H 0.210 5.817 3.070 0.296
H 1.062 5.081 4.739 0.267
C 4.310 1.457 4.162 -0.488
O 4.616 0.260 3.538 -0.411
H 5.423 1.832 4.244 0.277
H 3.852 1.387 5.203 0.170
H 3.650 2.116 3.558 0.117
H 4.503 -0.509 4.205 0.357
C -4.133 2.343 -3.366 -0.987
O -3.003 1.529 -3.539 -0.249
H -3.973 3.356 -3.597 0.289
H -4.666 2.257 -2.347 0.226
H -4.753 1.926 -4.019 0.517
H -2.876 1.296 -4.384 0.160
C 2.639 -1.904 4.460 0.012
O 3.902 -1.948 5.112 -0.591
H 2.555 -2.031 3.466 -0.375
H 2.078 -0.867 4.633 0.183
H 1.908 -2.646 4.792 0.493
H 3.786 -2.431 5.839 0.302
C 3.039 0.795 -4.719 -0.077
O 3.966 1.067 -5.853 -0.670
H 3.268 -0.224 -4.460 0.364
H 1.956 0.958 -5.054 -0.070
H 3.243 1.596 -3.985 -0.004
H 3.970 0.234 -6.545 0.369
C 0.397 -4.398 0.975 -0.646
O -0.574 -3.605 0.210 -0.444
H 0.889 -3.648 1.460 -0.032
H 0.855 -5.162 0.545 0.371
H -0.175 -4.740 1.695 0.535
H -1.379 -4.138 -0.144 0.278
C -0.563 2.708 -6.047 -0.420
O -1.193 1.434 -5.988 -0.286
H -0.551 3.046 -7.130 0.309
H 0.372 2.694 -5.649 0.157
H -1.312 3.259 -5.290 0.084
H -1.456 1.062 -6.674 0.199
C 2.563 -1.734 -7.632 -1.289
O 3.904 -1.285 -7.251 -0.519
H 1.895 -1.180 -7.287 0.393
H 2.214 -2.594 -7.215 0.543
H 2.174 -1.690 -8.509 0.621
H 4.481 -2.031 -7.396 0.315
C 1.637 3.223 -2.013 -0.359
O 0.412 2.686 -1.546 -0.363
H 1.154 3.873 -2.877 0.220
H 2.481 2.449 -2.212 -0.017
H 2.036 4.076 -1.427 0.317
H -0.271 3.233 -1.551 0.147
```

- molar mass (g/mol) = 652.92
- gap between HOMO and LUMO (eV) = 9.24
- total charge = +1
- strongest force on any atom (eV/A) = 14.29
- LUMO energy (eV) = -2.0
- highest occupied orbital energy (eV) = -11.26

This record from the OMol25 dataset describes a molecular structure, CH2ClFO2. The level of theory is ωB97M-V/def2-TZVPD.

Geometry as XYZ:
```
7
Properties=species:S:1:pos:R:3:mulliken_charge:R:1
C -0.751 -1.125 0.769 0.677
O -1.698 -0.381 0.692 -0.408
O 0.691 0.223 -0.773 -0.598
F 0.262 -0.836 1.555 -0.193
Cl -0.756 -2.698 0.149 -0.078
H 0.975 0.723 -0.090 0.235
H 0.813 1.372 -1.275 0.364
```

- molar mass (g/mol) = 100.48
- gap between HOMO and LUMO (eV) = 11.45
- energy above the lowest of the compared OMol25 structures with the same formula, charge and spin (kcal/mol) = 54.1
- strongest force on any atom (eV/A) = 7.65
- LUMO energy (eV) = 0.0
- highest occupied orbital energy (eV) = -11.41

This record from the OMol25 dataset describes 2 unconnected molecules or ions with the total composition C2H6O. The level of theory is ωB97M-V/def2-TZVPD.

Geometry as XYZ:
```
9
Properties=species:S:1:pos:R:3:lowdin_spin:R:1
C -2.109 0.992 0.021 0.035
H -1.516 1.969 0.039 0.000
H -2.926 1.076 -0.823 0.002
H -2.429 0.760 1.100 0.005
H -1.413 0.230 -0.155 0.010
O 0.936 0.001 -0.121 0.821
C 1.635 -1.110 0.029 0.043
H 1.196 -2.136 -0.260 0.045
H 2.438 -1.192 0.766 0.039
```

- molar mass (g/mol) = 46.07
- gap between HOMO and LUMO (alpha / beta) (eV) = 7.82 / 5.39
- total charge = +1
- energy above the lowest of the compared OMol25 structures with the same formula, charge and spin (kcal/mol) = 49.0
- strongest force on any atom (eV/A) = 6.82
- LUMO energy (alpha / beta) (eV) = -8.6 / -11.0
- spin multiplicity = 2
- highest occupied orbital energy (alpha / beta) (eV) = -16.41 / -16.36

This record from the OMol25 dataset describes 4 unconnected molecules or ions with the total composition C21H46N4O10PS3. The level of theory is ωB97M-V/def2-TZVPD.

Geometry as XYZ:
```
85
Properties=species:S:1:pos:R:3:mulliken_charge:R:1
C -0.021 -0.345 2.581 -1.404
C -1.144 -0.127 1.529 -0.584
C -1.006 -1.071 0.341 0.549
C -1.563 -2.359 0.500 -0.641
C -1.460 -3.189 -0.597 0.005
P -2.145 -4.893 -0.576 0.262
N -3.616 -4.952 -1.109 -0.661
C -0.792 -2.597 -1.723 0.446
N -0.712 -3.387 -2.870 -0.571
C 0.427 -3.363 -3.483 0.919
C 1.769 -3.516 -2.816 -0.850
C 0.406 -3.224 -4.988 -1.181
N -0.256 -1.406 -1.815 -0.771
N -0.381 -0.634 -0.728 0.978
C 0.222 0.700 -0.854 -1.200
C -0.693 1.710 -1.602 0.501
C -2.125 1.817 -1.080 -1.231
O -0.085 2.992 -1.623 -0.564
H 0.958 -0.571 2.145 0.366
H 0.000 0.466 3.316 0.418
H -0.313 -1.243 3.148 0.416
H -1.279 0.914 1.234 0.391
H -2.079 -0.415 2.032 0.201
H -2.068 -2.675 1.407 0.552
H -2.025 -5.357 0.760 0.106
H -1.291 -5.675 -1.381 0.092
H -4.233 -5.313 -0.387 0.246
H 1.753 -3.306 -1.741 0.297
H 2.485 -2.830 -3.286 0.145
H 2.128 -4.543 -2.967 0.400
H 0.963 -2.339 -5.312 0.256
H -0.631 -3.123 -5.326 0.387
H 0.804 -4.138 -5.454 0.341
H 0.628 1.069 0.090 0.376
H 1.088 0.536 -1.510 0.520
H -0.766 1.384 -2.654 0.258
H -2.189 2.515 -0.234 0.361
H -2.766 2.231 -1.865 0.502
H -2.555 0.849 -0.796 0.070
H 0.671 2.906 -2.217 0.382
O 0.661 2.255 5.091 -0.558
S 1.176 2.658 6.369 1.123
O 0.408 3.485 7.243 -0.595
O 2.612 3.311 6.160 -0.282
C 2.738 4.393 5.216 -0.287
C 2.218 5.702 5.776 -0.999
C 1.711 1.234 7.256 -0.971
H 2.241 4.137 4.279 0.275
H 3.802 4.484 5.003 0.283
H 1.138 5.670 5.915 0.296
H 2.448 6.523 5.095 0.386
H 2.665 5.910 6.748 0.271
H 2.334 0.626 6.605 0.314
H 0.822 0.681 7.554 0.374
H 2.263 1.557 8.135 0.342
O 4.202 -2.166 -4.559 -0.591
S 5.576 -2.070 -4.970 1.128
O 6.442 -1.086 -4.407 -0.603
O 5.631 -1.969 -6.555 -0.295
C 4.853 -0.944 -7.204 -0.168
C 5.502 0.422 -7.092 -1.016
C 6.338 -3.651 -4.826 -0.978
H 3.836 -0.934 -6.809 0.162
H 4.789 -1.232 -8.252 0.293
H 5.499 0.776 -6.062 0.284
H 4.964 1.148 -7.702 0.399
H 6.541 0.382 -7.419 0.273
H 5.699 -4.395 -5.295 0.316
H 6.452 -3.865 -3.765 0.374
H 7.312 -3.614 -5.307 0.354
O -4.499 0.316 2.999 -0.676
S -5.204 1.121 2.043 1.284
O -4.574 2.238 1.408 -0.597
O -6.582 1.585 2.673 -0.259
C -6.559 2.261 3.950 -0.340
C -6.125 3.708 3.822 -0.979
C -5.880 0.073 0.797 -0.943
H -5.926 1.718 4.653 0.314
H -7.577 2.217 4.332 0.281
H -5.079 3.782 3.527 0.285
H -6.245 4.224 4.774 0.392
H -6.714 4.221 3.062 0.266
H -6.399 -0.753 1.275 0.340
H -5.054 -0.298 0.194 0.296
H -6.560 0.655 0.180 0.347
```

- molar mass (g/mol) = 641.79
- gap between HOMO and LUMO (eV) = 7.37
- total charge = +1
- energy above the lowest of the compared OMol25 structures with the same formula, charge and spin (kcal/mol) = 14.3
- strongest force on any atom (eV/A) = 3.35
- LUMO energy (eV) = -4.2
- highest occupied orbital energy (eV) = -11.55

This record from the OMol25 dataset describes a single C5H9NO molecule. The level of theory is ωB97M-V/def2-TZVPD.

Geometry as XYZ:
```
16
Properties=species:S:1:pos:R:3:mulliken_charge:R:1
C 1.579 0.033 1.065 -1.347
C 1.056 -0.077 -0.329 -0.189
N 0.785 -1.501 -0.787 -0.761
C -0.252 -0.484 -0.878 0.345
C -1.432 -0.347 0.055 -0.733
C -1.895 1.109 0.017 0.034
O -1.303 2.002 -0.537 -0.463
H 1.400 -0.904 1.599 0.361
H 2.668 0.181 1.033 0.389
H 1.133 0.878 1.586 0.269
H 1.429 0.658 -1.042 0.388
H 1.638 -1.229 -1.337 0.352
H -0.480 -0.084 -1.869 0.350
H -1.172 -0.588 1.096 0.310
H -2.294 -0.969 -0.205 0.329
H -2.858 1.323 0.533 0.366
```

- molar mass (g/mol) = 99.13
- gap between HOMO and LUMO (eV) = 10.58
- energy above the lowest of the compared OMol25 structures with the same formula, charge and spin (kcal/mol) = 82.6
- SMILES string = C[C@H]1N[C@H]1CC=O
- strongest force on any atom (eV/A) = 2.74
- LUMO energy (eV) = 1.0
- highest occupied orbital energy (eV) = -9.56